{
  "formula": "C10H23N2",
  "method": "the ωB97M-V functional and the def2-TZVPD basis",
  "total_energy_ha": -504.01776,
  "multiplicity": 1,
  "total_charge": 1,
  "e_homo_ha": -0.5003,
  "e_above_lowest_kcal_mol": 21.7,
  "symbols": ["H", "C", "H", "H", "H", "H", "C", "H", "C", "C", "H", "H", "H", "H", "C", "C", "C", "H", "H", "N", "N", "H", "C", "H", "H", "H", "H", "H", "C", "H", "C", "H", "H", "H", "H"],
  "xyz": [[0.16, -0.03, 1.55], [0.51, -0.90, 1.07], [1.08, -0.65, -1.05], [0.88, -1.37, 1.94], [-4.02, 1.66, -0.04], [2.98, -0.15, 1.34], [2.71, 0.03, 0.30], [-1.19, -2.28, -1.71], [-1.69, -1.01, -0.21], [1.52, -0.82, -0.04], [-1.24, -2.05, 1.61], [4.80, 0.23, -0.13], [-1.42, 2.55, -0.99], [-0.56, 1.30, -1.69], [3.98, -0.38, -0.52], [-2.56, 0.15, 0.19], [-3.77, 0.66, -0.45], [-1.82, -0.09, 2.10], [1.91, -1.77, -0.26], [-2.42, 0.45, 1.47], [-1.10, 1.65, -0.90], [-4.61, 0.00, -0.21], [-0.76, -1.73, 0.73], [1.53, 1.90, 0.67], [3.35, 2.20, 0.74], [-2.82, 1.46, 1.76], [-0.24, -2.63, 0.34], [-3.66, 0.67, -1.55], [-1.94, -1.55, -1.39], [4.01, -0.03, -1.64], [2.52, 1.60, 0.24], [-0.50, 1.61, -0.12], [2.76, 2.01, -0.78], [-2.58, -1.23, -2.07], [4.18, -1.46, -0.31]]
}